# 1
15
Properties=species:S:1:pos:R:3 method="wB97M-V/def2-TZVPD" smiles=CC[C@H](C)O energy_ha=-233.6222 homo_energy_ha=-0.375
C 0.8543 0.7114 1.3797
C 0.5884 0.8071 -0.1288
C 0.0518 -0.5026 -0.7966
C -1.4592 -0.4675 -0.8431
O 0.5133 -1.6902 -0.2010
H 0.8061 -0.3133 1.7393
H 0.3026 1.4222 1.9962
H 1.9079 0.9315 1.5818
H -0.0407 1.6591 -0.3881
H 1.5350 1.0356 -0.6345
H 0.4931 -0.5060 -1.7916
H -1.8879 -1.2634 -1.4472
H -1.9737 -0.5135 0.1209
H -1.9043 0.4276 -1.3028
H 0.2134 -1.7380 0.7159

***

# 2
14
Properties=species:S:1:pos:R:3 method="wB97M-V/def2-TZVPD" energy_ha=-270.3869 homo_energy_ha=-0.331
O -0.5754 1.0257 2.2631
C -0.8254 0.0605 1.5833
C 0.0260 -0.3947 0.4163
C 1.2326 0.5060 0.1590
C 0.2598 -0.5037 -1.9321
C -0.8187 -0.4415 -0.8899
H -1.7297 -0.5551 1.7874
H 0.3647 -1.4170 0.6331
H 0.9239 1.5484 0.0358
H 1.9925 0.4486 0.9391
H 0.3428 0.5094 -2.3819
H 1.7120 0.1476 -0.7692
H -1.4921 0.4278 -0.9259
H -1.4131 -1.3620 -0.9181

***

# 3
30
Properties=species:S:1:pos:R:3 method="wB97M-V/def2-TZVPD" energy_ha=-1477.7472 homo_energy_ha="-0.208 / -0.210" spin_multiplicity=4
C -0.2728 -1.5595 -3.2518
C -1.0365 -0.7396 -4.0435
C -1.1077 0.6882 -3.8802
C -0.1237 1.3747 -3.0856
C 0.6966 0.7086 -2.2137
Nd -1.2460 -0.2737 -1.5501
P -0.3779 -3.0045 -0.7157
H -0.1603 -2.6148 -3.5301
H -1.7052 -1.1813 -4.8030
H -1.8623 1.2673 -4.4309
H 1.5409 1.2208 -1.7533
H -0.1248 2.4808 -3.1743
H 0.9387 -3.1821 -0.1955
H -0.3070 -4.0164 -1.7089
H -1.0815 -3.8037 0.2351
N -0.6408 -0.7860 3.0250
C -1.1570 -0.9971 1.8020
N -0.6075 -0.1462 0.9110
C 0.3243 0.6463 1.6022
C 1.0023 1.8100 1.2131
C 1.5909 2.5814 2.2242
C 1.5002 2.2072 3.5762
C 0.8490 1.0221 3.9514
C 0.2979 0.2565 2.9435
H -0.9063 -1.2763 3.8719
H -1.8538 -1.8011 1.5769
H 1.0161 2.0470 0.1454
H 2.1204 3.4930 1.9415
H 1.9436 2.8695 4.3264
H 0.7504 0.7090 4.9908